{
  "formula": "C4H8N2O2",
  "method": "ωB97M-V/def2-TZVPD",
  "elements": ["H", "N", "C", "C", "C", "O", "H", "H", "H", "H", "N", "C", "O", "H", "H", "H"],
  "coordinates": [[-1.67747, 1.61453, -0.93395], [-1.96357, 0.63946, -0.83330], [-1.40485, 0.04533, 0.12992], [-1.70734, -1.38138, 0.43584], [-0.39127, 0.72841, 1.00931], [0.09470, 1.81011, 0.73042], [-2.05988, -1.47932, 1.46286], [-2.46214, -1.74960, -0.25129], [-0.80415, -1.98389, 0.32885], [-0.28200, 0.30054, 2.02288], [2.24125, 0.89350, -0.87353], [2.10236, -0.37230, -0.47881], [2.52642, -1.36876, -0.99640], [2.76728, 1.09694, -1.70840], [1.67422, 1.61864, -0.42171], [1.34643, -0.41221, 0.37731]],
  "mulliken_charge": [0.26, -0.65, 0.98, -1.15, -0.26, -0.57, 0.34, 0.33, 0.29, 0.37, -0.26, 0.28, -0.57, 0.21, 0.28, 0.12],
  "e_above_lowest_kcal_mol": 46.2,
  "homo_energy_ha": -0.3696,
  "smiles": "[H]/N=C(/C)C=O.NC=O",
  "multiplicity": 1,
  "orbital_gap_ev": 9.28,
  "energy_ev": -11352.108,
  "lumo_energy_ev": -0.77
}

---

{
  "formula": "C4H8N2O2",
  "method": "ωB97M-V/def2-TZVPD",
  "elements": ["C", "C", "C", "O", "O", "C", "N", "N", "H", "H", "H", "H", "H", "H", "H", "H"],
  "coordinates": [[-0.76020, 1.59973, 1.16902], [-0.85554, 0.42703, 0.46381], [-1.17450, -0.97311, 0.82434], [-0.09997, -1.78469, 1.13566], [-0.53608, 0.65242, -0.82380], [0.13320, 0.02594, -1.83468], [1.35296, -0.40826, -1.74439], [2.01060, -0.23756, -0.55230], [-1.35293, 1.77953, 2.26186], [-0.66100, 2.53064, 0.38037], [-1.96357, -1.59659, 0.06337], [-1.72602, -0.82940, 1.77163], [0.88514, -1.36113, 0.89179], [-0.39608, 0.00877, -2.83913], [2.10673, 0.70735, -0.47183], [3.03726, -0.54065, -0.69572]],
  "mulliken_charge": [-0.75, 0.60, -0.36, -0.52, -0.43, 0.05, -0.37, -0.40, 0.24, 0.24, 0.21, 0.26, 0.41, 0.34, 0.18, 0.29],
  "e_above_lowest_kcal_mol": 140.4,
  "homo_energy_ha": -0.3355,
  "smiles": "C=C(CO)O/C=N\\N",
  "multiplicity": 1,
  "orbital_gap_ev": 9.93,
  "energy_ev": -11348.023,
  "lumo_energy_ev": 0.80
}

---

{
  "formula": "C4H8N2O2",
  "method": "ωB97M-V/def2-TZVPD",
  "elements": ["C", "C", "C", "C", "N", "N", "O", "O", "H", "H", "H", "H", "H", "H", "H", "H"],
  "coordinates": [[-1.16364, 0.71908, 0.08240], [0.27644, -0.99935, -0.99300], [0.52439, -0.81467, 1.55304], [-0.03216, -0.28534, 0.30426], [1.27667, 1.44881, 0.00012], [-1.47597, 0.96322, -1.23697], [-1.75114, 1.31151, 0.98552], [2.04259, 1.29928, 0.84148], [-0.46353, -0.90792, -1.75005], [0.32356, -1.99178, -0.70190], [1.20065, -0.57335, -1.52773], [1.35942, -0.17831, 1.90174], [0.90957, -1.82383, 1.40247], [-0.04930, -0.71839, 2.42995], [-0.64874, 1.10547, -1.79558], [-2.32882, 1.44557, -1.49573]],
  "mulliken_charge": [0.46, -1.47, -1.11, 0.73, 0.12, -0.42, -0.64, -0.22, 0.40, 0.47, 0.27, 0.25, 0.32, 0.37, 0.24, 0.23],
  "e_above_lowest_kcal_mol": 115.5,
  "homo_energy_ha": [-0.2965, -0.3091],
  "multiplicity": 1,
  "orbital_gap_ev": [7.81, 7.98],
  "energy_ev": -11349.105,
  "lumo_energy_ev": [-0.26, -0.43]
}

---

{
  "formula": "C4H8N2O2",
  "method": "ωB97M-V/def2-TZVPD",
  "elements": ["C", "C", "O", "C", "N", "C", "N", "O", "H", "H", "H", "H", "H", "H", "H", "H"],
  "coordinates": [[1.46139, -1.63749, 0.63746], [0.27003, -0.73688, 0.63183], [0.15834, 0.10547, 1.71670], [-0.56139, -0.68844, -0.41798], [-1.43696, 0.34425, -0.70959], [-0.93281, 1.55910, -1.12973], [-0.08944, 2.18088, -0.26420], [-1.22457, 2.00836, -2.22735], [1.99516, -1.54668, -0.31618], [2.16359, -1.34710, 1.42495], [1.17346, -2.68060, 0.78646], [-0.75592, 0.00069, 2.04585], [-0.50027, -1.43679, -1.20624], [-2.09613, 0.08539, -1.44198], [-0.42957, 2.08424, 0.68508], [0.80506, 1.70560, -0.21509]],
  "mulliken_charge": [-1.31, 0.49, -0.56, -0.28, -0.28, 0.47, -0.61, -0.55, 0.32, 0.37, 0.30, 0.40, 0.29, 0.28, 0.36, 0.31],
  "e_above_lowest_kcal_mol": 47.2,
  "homo_energy_ha": -0.3212,
  "smiles": "C/C(O)=C/NC(N)=O",
  "multiplicity": 1,
  "orbital_gap_ev": 9.25,
  "energy_ev": -11352.065,
  "lumo_energy_ev": 0.51
}

---

{
  "formula": "C4H8N2O2",
  "method": "ωB97M-V/def2-TZVPD",
  "elements": ["C", "C", "C", "C", "H", "H", "H", "H", "H", "H", "H", "H", "N", "N", "O", "O"],
  "coordinates": [[-2.06678, -0.97760, 0.38500], [-1.07668, 0.87286, -0.61077], [-0.19805, 1.71961, -0.19267], [1.92932, 0.60876, 0.35844], [-3.17921, -0.81438, 0.01562], [-1.99585, -0.35523, 1.40534], [-2.05518, -2.05070, 0.38707], [-1.93078, 1.06944, -1.21855], [0.01975, 2.80038, -0.62338], [2.33326, 0.19900, 1.31346], [2.95412, -0.34017, -1.14040], [0.97552, -1.80088, 0.57680], [1.01455, 1.32582, 0.70160], [1.90667, -0.18705, -0.82156], [-0.72130, -0.62793, -0.48478], [2.09065, -1.44193, -0.05122]],
  "mulliken_charge": [-0.68, -0.35, -0.11, -0.06, 0.29, 0.27, 0.29, 0.46, 0.23, 0.43, 0.34, 0.38, -0.41, -0.26, -0.31, -0.51],
  "e_above_lowest_kcal_mol": 235.7,
  "homo_energy_ha": -0.3317,
  "multiplicity": 1,
  "orbital_gap_ev": 9.50,
  "energy_ev": -11343.894,
  "lumo_energy_ev": 0.47
}

---

{
  "formula": "C4H8N2O2",
  "method": "ωB97M-V/def2-TZVPD",
  "elements": ["C", "C", "C", "N", "N", "C", "O", "O", "H", "H", "H", "H", "H", "H", "H", "H"],
  "coordinates": [[-1.50773, -1.65644, -0.44203], [-0.76005, -0.64614, -0.78976], [-0.04233, 0.26311, 0.17145], [-0.56044, 0.52695, 1.49777], [0.12606, 1.58855, -0.51268], [1.59084, -0.40508, 0.05754], [1.91824, -1.38358, 0.66699], [2.46259, 0.30257, -0.62839], [-1.92064, -2.25834, -1.18077], [-1.75067, -1.71566, 0.66959], [-0.68087, -0.31359, -1.88010], [0.11766, 0.89047, 2.17364], [-0.95612, -0.31204, 1.84770], [0.70712, 2.05301, 0.17832], [-0.68692, 2.17769, -0.60194], [1.94327, 0.88852, -1.22733]],
  "mulliken_charge": [-0.75, -0.47, 1.07, -0.57, -0.85, 0.48, -0.54, -0.49, 0.34, 0.07, 0.28, 0.27, 0.23, 0.24, 0.27, 0.42],
  "e_above_lowest_kcal_mol": 57.5,
  "homo_energy_ha": -0.3435,
  "smiles": "C=CC(N)(N)C(=O)O",
  "multiplicity": 1,
  "orbital_gap_ev": 10.07,
  "energy_ev": -11351.618,
  "lumo_energy_ev": 0.72
}

---

{
  "formula": "C4H8N2O2",
  "method": "ωB97M-V/def2-TZVPD",
  "elements": ["N", "C", "O", "C", "N", "C", "C", "O", "H", "H", "H", "H", "H", "H", "H", "H"],
  "coordinates": [[0.65939, -1.38258, -1.11981], [1.33304, -0.51954, -0.31076], [2.50998, -0.64891, -0.03042], [0.43294, 0.76592, 0.15716], [-0.13734, 1.40507, -1.01041], [-0.26804, 0.10506, 1.38537], [-1.65714, 0.03966, 0.80423], [-1.97460, -0.68683, -0.15030], [-0.35938, -1.33062, -1.13766], [1.18579, -2.15116, -1.51101], [1.20372, 1.42993, 0.56342], [0.59045, 1.72110, -1.64955], [-0.84390, 0.81539, -1.46161], [-0.25657, 0.83109, 2.20402], [0.00634, -0.86711, 1.79870], [-2.42469, 0.47355, 1.46862]],
  "mulliken_charge": [-0.27, 0.35, -0.64, -0.15, -0.55, -0.65, 0.12, -0.55, 0.21, 0.23, 0.32, 0.29, 0.32, 0.33, 0.30, 0.35],
  "e_above_lowest_kcal_mol": 51.0,
  "homo_energy_ha": -0.3202,
  "smiles": "NC(=O)[C@@H](N)CC=O",
  "multiplicity": 1,
  "orbital_gap_ev": 9.07,
  "energy_ev": -11351.902,
  "lumo_energy_ev": 0.35
}

---

{
  "formula": "C4H8N2O2",
  "method": "ωB97M-V/def2-TZVPD",
  "elements": ["C", "C", "C", "C", "N", "N", "O", "O", "H", "H", "H", "H", "H", "H", "H", "H"],
  "coordinates": [[-0.94654, -1.41272, -0.42957], [0.34825, -1.75566, -0.15639], [-1.30204, -0.09398, 0.04489], [1.17540, 1.43213, -0.18129], [1.08526, -0.78106, 0.49102], [0.54058, 0.46598, 0.64074], [-1.89332, 0.16627, 1.32461], [-1.52231, 0.77779, -0.94823], [-1.68217, -1.92263, -0.91368], [0.89096, -2.67933, -0.30340], [2.21619, 1.54007, 0.30220], [1.18827, 1.01176, -1.24818], [0.64741, 2.40356, -0.12445], [2.09230, -0.65950, 0.22686], [-1.13133, -0.14075, 1.83127], [-1.70693, 1.64809, -0.55642]],
  "mulliken_charge": [-0.85, -0.38, 0.80, -0.85, -0.11, -0.55, -0.51, -0.49, 0.46, 0.46, 0.30, 0.28, 0.28, 0.29, 0.47, 0.38],
  "e_above_lowest_kcal_mol": 116.2,
  "homo_energy_ha": -0.2711,
  "multiplicity": 1,
  "orbital_gap_ev": 8.20,
  "energy_ev": -11349.073,
  "lumo_energy_ev": 0.82
}

---

{
  "formula": "C4H8N2O2",
  "method": "ωB97M-V/def2-TZVPD",
  "elements": ["C", "C", "C", "N", "O", "O", "H", "H", "H", "H", "H", "C", "N", "H", "H", "H"],
  "coordinates": [[-0.00905, -2.31525, 0.12706], [-1.34722, -1.62013, -0.01922], [-1.55579, -0.35041, -0.08526], [-2.02961, 0.83490, -0.02025], [-2.09083, 1.59594, 0.95779], [-2.13572, 1.40352, -1.36625], [-0.01794, -3.07121, -0.71068], [0.12103, -2.68472, 1.07275], [0.83690, -1.67914, -0.00854], [-2.18866, -2.20514, -0.06664], [-1.83523, 2.34816, -1.20445], [2.10549, 1.73187, 0.38393], [2.75871, 0.80939, -0.16581], [1.08355, 1.51195, 0.51516], [2.58385, 2.73693, 0.80769], [3.72053, 0.95335, -0.21727]],
  "mulliken_charge": [-0.99, -0.33, 0.22, 0.45, -0.62, -0.41, 0.28, 0.32, 0.30, 0.41, 0.35, -0.17, -0.43, 0.20, 0.20, 0.22],
  "e_above_lowest_kcal_mol": 181.2,
  "homo_energy_ha": -0.3285,
  "smiles": "CC=C=[N+]([O-])O.C=N",
  "multiplicity": 1,
  "orbital_gap_ev": 9.55,
  "energy_ev": -11346.256,
  "lumo_energy_ev": 0.61
}

---

{
  "formula": "C4H8N2O2",
  "method": "ωB97M-V/def2-TZVPD",
  "elements": ["C", "C", "C", "C", "N", "N", "O", "O", "H", "H", "H", "H", "H", "H", "H", "H"],
  "coordinates": [[1.36626, -1.75217, 0.52976], [1.29858, -0.69163, -0.19939], [-1.63015, 0.52490, -1.16208], [-2.12347, 0.30261, 1.02517], [-1.19004, 0.12834, -0.06947], [2.12370, 0.12749, -0.67209], [2.31039, 0.46053, -1.82688], [2.65685, 1.05438, 0.36272], [2.30139, -2.27541, 0.36980], [0.64066, -2.17264, 1.19964], [-1.10422, 0.71588, -2.11090], [3.10054, 1.71847, -0.15110], [-2.69322, 0.77629, -1.49929], [-3.09370, 0.52351, 0.69228], [-2.08319, -0.52431, 1.81030], [-1.88039, 1.08377, 1.70152]],
  "mulliken_charge": [-0.78, 0.32, -0.29, -0.90, -0.07, 0.47, -0.51, -0.42, 0.30, 0.25, 0.23, 0.32, 0.17, 0.34, 0.23, 0.32],
  "e_above_lowest_kcal_mol": 138.3,
  "homo_energy_ha": [-0.2159, -0.3625],
  "multiplicity": 3,
  "orbital_gap_ev": [6.78, 8.64],
  "energy_ev": -11342.853,
  "lumo_energy_ev": [0.91, -1.22]
}